C30H33BCl5CoN6OSe | the ωB97M-V functional and the def2-TZVPD basis

Last column: Mulliken spin population.
Atoms and positions in Å:
H1 7.301 0.690 2.131  0.00
H2 -1.918 -2.322 4.380  0.00
Co1 -0.515 -0.252 -0.809  1.05
H3 2.212 1.673 2.320  0.00
C1 -5.052 -1.350 2.073  0.00
H4 7.445 -1.049 1.873  0.00
H5 -5.402 -2.440 -0.676  0.00
C2 1.824 -2.840 0.143  0.00
C3 5.554 -0.208 1.270  -0.01
H6 -5.207 -0.312 2.370  0.00
C4 4.489 -0.696 -0.862  0.01
H7 4.369 0.934 2.638  0.00
Cl1 0.152 1.849 -7.470  0.00
H8 1.343 -3.406 3.053  0.00
C5 3.344 0.010 -0.468  0.00
H9 0.450 2.625 -1.337  0.00
Se1 1.857 0.166 -1.679  -0.07
C6 -1.720 2.742 -5.752  0.00
C7 4.601 -1.378 -2.202  0.00
H10 -3.012 -3.280 -2.652  0.00
C8 -0.692 1.827 -5.965  0.00
Cl2 0.880 -0.259 -5.308  0.00
C9 -0.893 -1.948 4.381  0.00
C10 -1.039 0.803 -3.747  0.00
C11 2.096 1.348 1.284  0.01
H11 6.449 -1.346 -0.304  0.00
H12 4.300 -2.427 -2.123  0.00
C12 4.406 0.475 1.654  0.00
C13 -2.121 1.727 -3.600  0.00
C14 -2.435 2.674 -4.561  0.00
C15 3.307 0.594 0.813  -0.01
C16 0.746 -2.688 2.515  0.00
C17 -0.299 3.300 -0.919  0.01
H13 3.956 -0.904 -2.938  0.00
H14 -4.604 -1.874 2.919  0.00
N1 -2.399 -1.182 -0.416  0.00
H15 1.630 -3.902 -0.025  0.00
N2 -2.924 -0.962 0.810  0.02
B1 -2.057 -0.338 1.931  -0.03
N3 -1.714 1.107 1.544  0.02
N4 -0.757 -1.164 2.007  0.01
H16 5.633 -1.347 -2.556  0.00
H17 -2.633 -0.367 2.976  0.00
C18 5.569 -0.791 0.013  0.00
H18 1.201 0.731 1.201  0.00
H19 6.469 -0.426 3.214  0.00
H20 2.861 -2.722 0.461  0.00
C19 -1.558 3.293 1.369  0.00
H21 -2.245 1.764 4.228  0.00
C20 -2.038 2.262 2.155  0.01
C21 -3.317 -1.794 -1.149  -0.01
H22 1.687 -2.308 -0.797  0.00
C22 -2.765 2.335 3.457  0.00
C23 -4.475 -1.980 -0.375  0.00
H23 -1.640 4.350 1.563  0.00
C24 -0.309 -1.947 3.007  0.01
H24 0.170 4.245 -0.647  0.00
H25 -3.866 -1.836 -3.209  0.00
H26 -0.294 -2.585 5.029  0.00
H27 -6.018 -1.801 1.853  0.00
Cl3 -3.739 3.772 -4.291  0.00
Cl4 -2.122 3.916 -6.954  0.00
C25 -4.183 -1.436 0.861  0.00
N5 -0.032 -1.385 0.887  -0.01
C26 6.758 -0.258 2.175  0.00
N6 -1.053 1.357 0.395  0.01
C27 0.884 -2.305 1.169  -0.01
C28 -0.360 0.892 -4.999  0.00
H28 -2.835 3.373 3.777  0.00
H29 -0.910 -0.940 4.798  0.00
H30 1.927 2.227 0.658  0.00
H31 -3.776 1.932 3.373  0.00
C29 -3.062 -2.192 -2.563  0.00
C30 -0.950 2.673 0.266  0.01
Cl5 -3.057 1.637 -2.158  0.00
H32 -1.042 3.500 -1.695  0.00
O1 -0.711 -0.088 -2.883  -0.01
H33 -2.120 -1.766 -2.904  0.00

Results
Total charge: -1
Gap between HOMO and LUMO (spin up / spin down), Ha: 0.240 / 0.239
Multiplicity: 2
<S²>: 1.154